{
  "formula": "C3H12N2",
  "method": "ωB97M-V with the def2-TZVPD basis set",
  "species": ["C", "C", "N", "H", "H", "H", "H", "H", "H", "H", "C", "N", "H", "H", "H", "H", "H"],
  "coordinates": [[-1.6066, 0.2867, 1.0980], [-1.3048, -1.1639, 0.6428], [-1.6001, -1.3057, -0.7913], [-2.6093, 0.4918, 0.7610], [-1.5242, 0.3373, 2.1806], [-0.8204, 0.8370, 0.6294], [-0.2419, -1.4131, 0.7119], [-1.9303, -1.9408, 1.1552], [-1.8361, -2.2658, -1.0204], [-2.4736, -0.8134, -0.9715], [1.9064, 0.9284, -1.0609], [2.5638, 0.9663, 0.2808], [2.6108, 1.1686, -1.8611], [1.1356, 1.7025, -1.0676], [1.3365, 0.0280, -1.2929], [3.3222, 0.2969, 0.4167], [3.0720, 1.8592, 0.1893]],
  "forces_ev_per_a": [[0.617, -2.431, 0.055], [-0.693, -0.872, -0.188], [-0.627, 0.473, -0.524], [-0.260, 0.645, -0.030], [-0.073, 0.263, 0.017], [0.079, 1.081, -0.248], [-0.139, 0.074, 0.638], [0.686, 0.775, 0.342], [0.328, -0.054, 0.073], [0.153, 0.072, -0.141], [-0.077, 0.027, 0.342], [0.235, 0.989, -0.774], [-0.114, -0.267, -0.194], [0.157, 0.146, 0.090], [0.424, -0.289, 0.239], [-0.438, -0.184, -0.464], [-0.257, -0.448, 0.766]],
  "smiles": "CCN.CN",
  "energy_ev": -6285.031,
  "gap_ev": 10.385,
  "charge": 0
}

---

{
  "formula": "C3H12N2O",
  "method": "ωB97M-V with the def2-TZVPD basis set",
  "species": ["N", "C", "C", "C", "N", "H", "H", "H", "H", "H", "H", "H", "H", "H", "H", "H", "H", "O"],
  "coordinates": [[0.5903, -1.1236, -1.0195], [0.3818, -0.6259, 0.3195], [0.4169, 0.8840, 0.3807], [0.5185, 1.4421, 1.8007], [-0.0206, 2.8230, 1.8723], [0.3382, -0.4510, -1.7343], [0.0491, -1.9531, -1.2443], [-0.5356, -0.9568, 0.8157], [1.1947, -0.9693, 0.9828], [-0.4748, 1.3293, -0.0731], [1.2439, 1.2775, -0.2085], [-0.1316, 0.8475, 2.4456], [1.5503, 1.4098, 2.1634], [-0.0864, 3.2123, 0.9337], [0.6098, 3.4901, 2.3033], [-1.5374, -3.3707, -3.9133], [-2.1700, -4.0947, -2.7859], [-1.9373, -3.1705, -3.0387]],
  "forces_ev_per_a": [[0.013, -0.143, -0.441], [0.349, 0.132, 0.542], [-0.071, 0.721, 0.103], [-0.474, 0.372, -0.086], [0.273, 0.569, -0.578], [-0.084, 0.071, 0.167], [0.019, -0.097, 0.124], [-0.203, -0.122, -0.233], [-0.084, -0.136, -0.166], [-0.188, -0.266, -0.021], [0.279, -0.094, -0.122], [0.292, -0.229, 0.149], [-0.096, -0.192, 0.046], [-0.232, -0.306, -0.015], [0.126, -0.373, 0.417], [0.072, 0.310, -0.056], [-0.094, 0.219, 0.268], [0.102, -0.435, -0.098]],
  "s_squared": 0.750,
  "energy_ev": -8331.723,
  "gap_ev": [1.958, 9.110],
  "charge": -1,
  "multiplicity": 2
}

---

{
  "formula": "C3H12N2O",
  "method": "ωB97M-V with the def2-TZVPD basis set",
  "species": ["N", "C", "C", "C", "N", "H", "H", "H", "H", "H", "H", "H", "H", "H", "H", "O", "H", "H"],
  "coordinates": [[-1.6384, 0.9733, 1.2873], [-0.7867, -0.1753, 1.1277], [-0.1383, -0.2321, -0.2813], [0.6148, -1.5995, -0.4894], [1.4369, -1.6582, -1.6658], [-1.6482, 1.1856, 2.3047], [-2.5510, 0.7347, 0.9716], [-1.2592, -1.1826, 0.9725], [-0.1009, -0.3659, 1.9545], [-0.9877, -0.2597, -0.9785], [0.3243, 0.7337, -0.5962], [-0.1426, -2.4373, -0.5563], [1.3052, -1.6817, 0.5000], [0.6721, -1.7120, -2.4596], [1.8368, -0.7620, -1.9861], [1.2278, 3.1457, 0.1072], [0.7476, 2.4020, 0.6094], [1.0874, 2.8914, -0.8216]],
  "forces_ev_per_a": [[0.945, 0.212, 1.796], [0.560, -2.310, -2.126], [-0.512, 0.078, -0.248], [0.925, 1.612, 2.860], [-2.083, 0.053, -3.710], [-0.544, 0.015, -1.154], [-0.862, 0.166, -0.027], [-0.727, 0.702, 1.241], [0.248, 0.599, -0.113], [-0.141, 0.008, 0.050], [0.651, -0.996, 0.418], [0.998, 0.875, 0.471], [-1.500, -0.401, -2.213], [2.021, -0.412, 1.575], [0.087, -0.314, 1.140], [-1.101, -1.901, 0.633], [0.950, 1.780, -1.067], [0.087, 0.235, 0.473]],
  "smiles": "NCCCN.O",
  "energy_ev": -8331.913,
  "gap_ev": 10.116,
  "charge": 0
}

---

{
  "formula": "C3H12N2O",
  "method": "ωB97M-V with the def2-TZVPD basis set",
  "species": ["C", "C", "N", "C", "N", "H", "H", "H", "H", "H", "H", "H", "H", "H", "H", "O", "H", "H"],
  "coordinates": [[1.9822, -0.0710, -1.1573], [1.0803, 0.5593, -0.1082], [-0.3055, 0.7174, -0.5534], [-0.9778, -0.5108, -0.9466], [-0.8749, -1.6411, -0.0182], [2.2206, 0.6685, -1.9281], [1.4858, -0.8791, -1.6835], [2.9251, -0.4075, -0.7298], [1.1160, -0.0150, 0.8284], [1.4802, 1.5483, 0.1391], [-0.8282, 1.0995, 0.2290], [-0.5792, -0.8306, -1.9097], [-2.0300, -0.2433, -1.0133], [-0.2047, -1.5437, 0.7226], [-1.7616, -1.9711, 0.3170], [-1.4664, 1.0210, 2.2903], [-2.3662, 1.3129, 2.4733], [-0.8958, 1.1860, 3.0484]],
  "forces_ev_per_a": [[-0.047, 0.539, -0.405], [-0.071, -0.023, 0.139], [0.077, 0.065, 0.095], [0.275, 0.035, 0.530], [0.047, -0.356, -0.438], [-0.012, -0.015, 0.070], [0.095, -0.366, 0.169], [-0.061, -0.133, 0.040], [0.185, -0.111, 0.015], [-0.176, -0.049, 0.015], [0.135, 0.075, -0.094], [-0.247, 0.143, -0.148], [-0.081, -0.100, -0.481], [-0.043, 0.135, 0.132], [-0.026, 0.118, 0.262], [0.066, -0.156, -0.307], [0.304, 0.062, 0.351], [-0.418, 0.138, 0.055]],
  "smiles": "CCNCN.O",
  "energy_ev": -8332.836,
  "gap_ev": 8.864,
  "charge": 0
}

---

{
  "formula": "C3H12N2O",
  "method": "ωB97M-V with the def2-TZVPD basis set",
  "species": ["C", "C", "H", "H", "H", "H", "N", "C", "O", "H", "H", "H", "H", "H", "N", "H", "H", "H"],
  "coordinates": [[1.2291, 1.7811, -1.4669], [2.4430, 1.1401, -1.4019], [0.2891, 1.3263, -1.8222], [1.1552, 2.8422, -1.1223], [2.6338, 0.2380, -1.8642], [3.2168, 1.7533, -0.9016], [0.8633, -0.5840, 1.9186], [-0.4943, -1.1055, 1.8014], [-1.3646, -0.2435, 1.1011], [0.7062, 0.2513, 2.4346], [1.6330, -1.1075, 2.3337], [-0.5423, -2.0393, 1.2770], [-0.9783, -1.3647, 2.8070], [-1.1067, -0.2659, 0.1487], [-2.0009, -0.7134, -1.8947], [-2.0052, 0.3427, -1.6890], [-2.8138, -0.9836, -1.3748], [-2.3749, -0.8574, -2.7989]],
  "forces_ev_per_a": [[1.508, -0.454, 0.295], [-2.554, 4.236, 0.909], [0.763, 0.163, -0.097], [-0.015, -1.161, -0.074], [0.393, -1.925, -0.448], [-0.093, -0.851, -0.608], [-0.699, 0.291, -0.664], [-0.555, -1.483, 1.130], [0.562, 0.485, -0.445], [0.615, 0.933, 0.483], [-0.870, -0.309, -0.097], [0.677, -0.781, -0.329], [0.395, 0.875, -1.109], [-0.073, -0.132, 1.026], [0.079, 2.258, 1.552], [0.083, -1.895, -0.929], [-0.370, -0.512, 1.011], [0.150, 0.261, -1.608]],
  "smiles": "C=C.NCO.N",
  "energy_ev": -8331.442,
  "gap_ev": 10.131,
  "charge": 0
}

---

{
  "formula": "C3H12N2O",
  "method": "ωB97M-V with the def2-TZVPD basis set",
  "species": ["C", "C", "H", "H", "H", "H", "N", "C", "O", "H", "H", "H", "H", "H", "N", "H", "H", "H"],
  "coordinates": [[1.9337, -1.0426, 0.8507], [2.0724, -0.3386, -0.2699], [1.8509, -2.1158, 0.8162], [1.9914, -0.4634, 1.7784], [2.1071, -0.8184, -1.2317], [2.3106, 0.7621, -0.1963], [-1.8742, 1.0454, 1.2063], [-2.0314, -0.2763, 0.6268], [-0.8252, -0.9430, -0.0364], [-1.2637, 1.6169, 0.6393], [-1.5008, 0.9991, 2.1613], [-2.7142, -0.1099, -0.2008], [-2.5354, -0.9144, 1.3740], [-0.2281, -0.9453, 0.7358], [0.0316, 1.0649, -2.0483], [0.8399, 1.5608, -1.6889], [-0.4335, 0.2834, -1.5824], [0.2689, 0.6350, -2.9340]],
  "forces_ev_per_a": [[0.651, 1.144, -0.262], [1.011, 0.831, 0.817], [-0.204, -0.143, 0.312], [-0.103, -0.718, -0.001], [-0.123, 0.110, -0.263], [-0.498, -1.352, -0.282], [0.846, -1.022, 0.700], [-0.116, 0.189, -1.238], [-2.106, 1.183, 2.706], [-0.036, 0.171, -0.121], [-0.077, 0.109, -0.590], [-0.015, -0.476, -0.224], [0.593, -0.025, -0.374], [0.221, -0.268, -0.919], [-0.824, -0.205, -1.485], [-0.427, -0.804, 0.457], [0.952, 0.736, 1.021], [0.253, 0.538, -0.255]],
  "smiles": "C=C.NCO.N",
  "energy_ev": -8331.532,
  "gap_ev": 10.187,
  "charge": 0
}

---

{
  "formula": "C3H12N2O",
  "method": "ωB97M-V with the def2-TZVPD basis set",
  "species": ["C", "C", "N", "C", "N", "H", "H", "H", "H", "H", "H", "H", "H", "H", "H", "O", "H", "H"],
  "coordinates": [[0.4558, -1.1685, 0.2253], [0.4759, 0.3771, 0.3750], [0.8925, 0.7780, 1.7257], [1.4022, 1.1401, -0.5806], [0.8942, 1.1473, -1.9386], [0.9238, -1.5932, -0.6617], [-0.5852, -1.4814, 0.3113], [0.9307, -1.5914, 1.1104], [-0.5355, 0.7306, 0.1639], [1.8587, 0.9411, 1.9043], [0.2520, 0.4035, 2.3999], [1.4569, 2.1768, -0.2361], [2.4223, 0.7384, -0.4393], [1.5637, 1.2991, -2.6830], [0.4405, 0.2616, -2.1431], [-4.0488, -1.1323, 0.0980], [-3.8729, -2.0406, -0.0412], [-4.9268, -0.9862, 0.4101]],
  "forces_ev_per_a": [[-0.272, 0.312, 0.549], [1.122, 0.310, 0.048], [-1.917, 0.315, -1.161], [0.353, 0.065, 0.260], [-0.476, -0.625, -0.405], [-0.086, 0.141, -0.162], [-0.018, -0.263, -0.373], [0.298, -0.057, -0.156], [-0.019, 0.209, 0.279], [0.234, -0.402, 0.332], [0.710, 0.020, 0.693], [-0.114, -0.076, 0.087], [-0.096, -0.146, -0.316], [0.198, 0.095, 0.368], [0.061, 0.107, -0.045], [1.066, 1.666, -0.195], [-0.194, -1.362, -0.063], [-0.849, -0.309, 0.260]],
  "smiles": "C[C@@H](N)CN.O",
  "energy_ev": -8332.679,
  "gap_ev": 9.514,
  "charge": 0
}

---

{
  "formula": "C3H12N2O2",
  "method": "ωB97M-V with the def2-TZVPD basis set",
  "species": ["C", "C", "C", "N", "N", "H", "H", "H", "H", "H", "H", "H", "H", "H", "H", "O", "H", "H", "O"],
  "coordinates": [[-0.9823, -0.9361, 1.2893], [-0.9406, 0.0254, 0.1714], [0.2714, 0.6385, -0.0395], [0.4286, 1.3251, -1.2393], [-1.7683, -0.2473, -0.9123], [-0.6116, -1.9415, 1.0736], [-2.0034, -1.1459, 1.5950], [-0.3466, -0.5177, 2.0861], [1.1077, 0.4503, 0.6429], [0.9540, 2.1841, -1.2789], [0.8454, 0.4377, -1.7975], [-1.2857, -0.8958, -1.5834], [-1.7955, 0.6405, -1.4426], [1.7827, 0.1389, 3.3218], [4.2198, -0.0090, 2.9233], [0.9066, 0.1838, 2.9131], [4.7831, -0.4911, 2.8720], [0.5687, -1.0210, -3.4899], [0.5075, -0.6957, -2.5857]],
  "forces_ev_per_a": [[-1.220, 0.588, -0.169], [-1.213, -5.986, -0.393], [2.764, 3.992, -1.985], [-1.623, -0.124, 2.771], [0.498, 2.731, 0.359], [0.629, 0.138, -0.325], [-0.297, 0.241, -0.070], [0.440, -0.316, 0.704], [-0.472, 0.245, 0.470], [1.152, -0.461, 0.303], [-0.719, -0.895, -2.559], [-0.159, -0.123, 0.449], [0.025, -0.602, -0.263], [-0.223, -0.277, 0.097], [0.053, -0.033, -0.016], [0.159, 0.735, -0.667], [-0.048, 0.037, 0.009], [0.233, 0.539, 0.001], [0.022, -0.429, 1.286]],
  "energy_ev": -10371.340,
  "gap_ev": 4.320,
  "charge": 0
}

---

{
  "formula": "C3H12N2O2",
  "method": "ωB97M-V with the def2-TZVPD basis set",
  "species": ["N", "C", "C", "O", "C", "N", "H", "H", "H", "H", "H", "H", "H", "H", "H", "H", "H", "H", "O"],
  "coordinates": [[0.0633, 1.3598, 0.2174], [-0.6739, 0.3816, -0.5405], [-0.5411, -1.1059, -0.0971], [-0.5944, -1.1536, 1.3392], [-0.2330, 0.5174, -2.0411], [1.0497, 1.1581, -2.3192], [1.0564, 1.1280, 0.3157], [-0.3753, 1.4094, 1.1382], [-1.6908, 0.7491, -0.3848], [0.4848, -1.4142, -0.3135], [-1.2832, -1.8286, -0.4302], [-1.5300, -1.2224, 1.5387], [-0.9811, 1.1100, -2.5797], [-0.1626, -0.5052, -2.4138], [0.8875, 2.1499, -2.5164], [1.4064, 0.7341, -3.1820], [0.4651, -1.1313, 3.6155], [1.6663, -0.8259, 4.3275], [0.9860, -1.5104, 4.3262]],
  "forces_ev_per_a": [[-0.461, -2.623, 0.694], [-0.061, 2.837, 0.035], [1.446, -0.516, 2.416], [-0.274, 0.414, -1.089], [1.101, -0.456, -0.781], [-1.473, -0.495, -0.731], [0.074, 0.618, -0.424], [0.243, 0.691, -0.117], [-0.336, -0.621, -0.327], [-0.181, -0.140, -0.426], [-0.053, 0.528, -0.981], [-0.249, -0.189, 0.600], [-0.467, -0.254, 0.376], [-0.286, 0.173, -0.303], [0.558, -0.105, 0.517], [0.395, 0.162, 0.568], [-0.688, -0.465, -0.276], [0.459, -0.307, 0.644], [0.253, 0.749, -0.396]],
  "s_squared": 0.756,
  "energy_ev": -10370.951,
  "gap_ev": [10.696, 4.961],
  "charge": 1,
  "multiplicity": 2
}

---

{
  "formula": "C3H12N2O3",
  "method": "ωB97M-V with the def2-TZVPD basis set",
  "species": ["C", "N", "C", "C", "N", "O", "H", "H", "H", "H", "H", "H", "H", "H", "O", "H", "H", "O", "H", "H"],
  "coordinates": [[0.6098, -2.4256, -0.7431], [0.8573, -1.4235, 0.2966], [-0.1963, -0.4291, 0.4622], [0.3133, 0.4677, 1.6293], [1.4223, 1.1715, 1.2791], [-0.3378, 0.5766, 2.6430], [0.4484, -1.8851, -1.6590], [-0.2120, -3.1332, -0.5335], [1.4704, -3.0701, -0.8847], [1.1008, -1.8521, 1.1783], [-1.1483, -0.8967, 0.7560], [-0.2686, 0.2131, -0.4190], [1.8396, 1.0538, 0.3724], [2.0313, 1.6388, 1.9303], [-1.5558, 2.5639, 0.0954], [-0.9883, 2.5016, 0.8747], [-2.3131, 3.1607, 0.2337], [-1.2587, 0.3855, -2.7581], [-0.3201, 0.6431, -2.8566], [-1.4942, 0.7391, -1.8971]],
  "forces_ev_per_a": [[-0.010, -0.160, 0.702], [0.306, -0.329, -0.898], [1.031, -0.288, 1.294], [-1.342, -0.177, -1.477], [0.570, 0.432, 0.191], [0.590, 0.206, 0.630], [-0.340, -0.013, -0.505], [-0.184, 0.485, -0.095], [0.411, 0.132, 0.059], [-0.168, -0.045, 0.052], [-0.014, 0.534, -0.194], [-0.178, -0.396, 0.009], [-0.162, -0.471, -0.017], [-0.437, 0.020, 0.373], [-0.208, -0.026, -0.533], [-0.552, 0.376, 0.098], [0.780, -0.420, 0.383], [0.918, 0.109, -0.184], [-0.770, -0.181, -0.047], [-0.241, 0.213, 0.158]],
  "smiles": "CNCC(N)=O.O.O",
  "energy_ev": -12428.335,
  "gap_ev": 9.668,
  "charge": 0
}

---

Calculated relative energy (zero: lowest compared OMol25 entry of this formula, charge and spin) (kcal/mol), listed in the same order as above: 13.0, 7.3, 32.5, 11.2, 43.4, 41.3, 14.8, 235.4, 54.8, 23.4